{
  "formula": "C37H58GeN3O6RuS2Se2Si",
  "method": "the ωB97M-V functional and the def2-TZVPD basis",
  "elements": ["Ru", "C", "Si", "C", "N", "C", "C", "C", "C", "C", "C", "C", "C", "C", "C", "C", "C", "C", "C", "C", "C", "C", "H", "H", "H", "H", "H", "H", "H", "H", "H", "H", "H", "H", "H", "H", "H", "H", "H", "H", "H", "H", "H", "H", "H", "H", "O", "C", "C", "C", "O", "C", "Se", "C", "Se", "H", "H", "H", "H", "H", "H", "H", "H", "H", "H", "C", "C", "C", "C", "Ge", "C", "C", "C", "C", "H", "H", "H", "H", "H", "H", "H", "H", "H", "H", "H", "H", "H", "H", "H", "H", "H", "H", "H", "C", "C", "C", "C", "N", "C", "S", "N", "H", "H", "H", "H", "H", "O", "S", "O", "O", "O"],
  "coordinates": [[-0.1651, 0.8770, 0.7944], [1.0978, 0.7951, -0.9262], [0.9778, 2.5240, -1.5998], [-0.8738, 2.9789, -1.6116], [-1.7028, 1.9700, -0.8953], [-2.2120, 0.9453, -1.8066], [-3.1679, 1.4890, -2.8884], [-3.9553, 2.7022, -2.3785], [-4.1740, 2.5597, -0.8787], [-2.8360, 2.5398, -0.1201], [1.3993, 2.1338, -3.4750], [0.4585, 1.6164, -4.3693], [0.7920, 1.2207, -5.6595], [2.1037, 1.3247, -6.0984], [3.0667, 1.8243, -5.2315], [2.7133, 2.2219, -3.9492], [2.1001, 4.0548, -1.4600], [1.9845, 5.0295, -2.4565], [2.7410, 6.1923, -2.4339], [3.6652, 6.3953, -1.4177], [3.8058, 5.4376, -0.4243], [3.0215, 4.2905, -0.4390], [2.0982, 0.4461, -0.6766], [0.7575, 0.1620, -1.7526], [-1.2309, 3.1368, -2.6361], [-0.9657, 3.9323, -1.0908], [-2.7334, 0.2058, -1.1932], [-1.3744, 0.4200, -2.2679], [-3.8573, 0.6833, -3.1593], [-2.6277, 1.7514, -3.8010], [-4.9059, 2.7935, -2.9114], [-3.3943, 3.6203, -2.5702], [-4.7223, 1.6297, -0.6906], [-4.7931, 3.3712, -0.4885], [-2.9511, 1.9517, 0.7910], [-2.5462, 3.5414, 0.1894], [-0.5731, 1.5075, -4.0525], [0.0278, 0.8228, -6.3184], [2.3749, 1.0107, -7.0999], [4.0991, 1.9003, -5.5550], [3.4858, 2.6149, -3.2954], [1.2897, 4.8702, -3.2752], [2.6143, 6.9369, -3.2120], [4.2663, 7.2975, -1.3967], [4.5147, 5.5905, 0.3811], [3.1084, 3.5787, 0.3715], [-1.0313, -4.8116, 3.1838], [-2.0865, -4.3382, 2.3544], [-1.8828, -2.9256, 1.7878], [-3.0633, -2.6557, 0.8487], [-3.0170, -3.4435, -0.3374], [-0.5467, -2.8714, 1.0473], [-0.3429, -1.3830, -0.1847], [-1.8534, -1.9255, 2.9397], [-1.8255, -0.0013, 2.5439], [-0.7406, -4.0769, 3.7344], [-3.0359, -4.3531, 2.9103], [-2.1652, -5.0455, 1.5271], [-3.0915, -1.5891, 0.6143], [-4.0018, -2.9102, 1.3509], [-2.2821, -3.0960, -0.8666], [-0.4201, -3.7319, 0.3891], [0.2922, -2.8596, 1.7384], [-0.9719, -2.1230, 3.5568], [-2.7388, -2.0458, 3.5721], [2.7238, 2.1686, 6.7072], [1.8282, 0.9365, 6.6189], [1.9369, 0.2111, 5.2754], [1.4468, 1.0370, 4.0900], [1.5119, 0.0929, 2.3457], [3.3660, 0.1992, 1.6215], [4.5021, -0.1022, 2.6027], [4.9375, 1.1086, 3.4218], [6.0020, 0.7668, 4.4576], [2.6634, 2.6392, 7.6919], [2.4406, 2.9121, 5.9615], [3.7686, 1.8984, 6.5265], [0.7858, 1.2330, 6.7750], [2.0852, 0.2440, 7.4296], [1.3572, -0.7170, 5.3248], [2.9806, -0.0968, 5.1305], [1.9956, 1.9722, 3.9795], [0.4032, 1.3222, 4.2449], [1.3962, -1.4210, 2.7471], [3.5040, 1.1918, 1.1785], [3.3984, -0.5145, 0.7943], [5.3799, -0.4761, 2.0590], [4.2090, -0.9119, 3.2830], [4.0712, 1.5487, 3.9181], [5.3168, 1.8759, 2.7386], [5.6211, 0.0335, 5.1739], [6.3189, 1.6481, 5.0204], [6.8868, 0.3331, 3.9828], [-1.6582, -4.7301, -3.4202], [-0.1836, -4.4493, -3.3628], [0.6802, -4.8334, -4.3801], [2.0151, -4.5102, -4.1931], [2.4703, -3.8518, -3.1444], [1.5610, -3.4810, -2.2117], [2.1516, -2.6363, -0.8237], [0.2498, -3.8021, -2.2878], [-1.9004, -5.4579, -4.1953], [-2.1970, -3.8041, -3.6345], [-2.0102, -5.0886, -2.4536], [0.3360, -5.3632, -5.2579], [2.7585, -4.7981, -4.9337], [-0.8785, 2.5075, 2.0647], [0.1323, 3.5643, 1.6694], [1.0280, 3.9138, 2.7418], [0.9041, 2.7119, 0.6153], [-0.5085, 4.6881, 1.0210]],
  "e_tot_ev": -275407.4749,
  "e_lumo_ev": [4.17, 4.03],
  "multiplicity": 2,
  "gap_ev": [5.93, 6.26],
  "charge": -2
}